Entry from the Open Molecules 2025 dataset: a molecular structure, C17H14INNiO2PSe2 in a non-equilibrium geometry (wB97M-V/def2-TZVPD).

```
! RIJCOSX wB97M-V def2-TZVPD def2/J DEFGRID3
* xyz 1 3
Ni -0.02542 -0.11452 0.17774
Se 2.57705 -0.01827 -0.10206
P 2.19392 -0.02235 2.18002
Se 0.07196 -0.05302 2.59275
C 3.00896 1.48542 2.75610
C 2.28906 2.38838 3.53055
C 2.90588 3.54916 3.97047
C 4.22400 3.80755 3.62797
C 4.93597 2.90945 2.84388
C 4.33075 1.74772 2.39950
C 3.03925 -1.52656 2.73302
C 4.35553 -1.77770 2.34372
C 4.98901 -2.92913 2.77866
C 4.31492 -3.83048 3.59135
C 3.00442 -3.58336 3.97244
C 2.36082 -2.43330 3.54271
H 1.25814 2.18612 3.78594
H 2.34885 4.25487 4.57155
H 4.70109 4.71820 3.96550
H 5.96186 3.11531 2.56985
H 4.88097 1.06350 1.76779
H 4.88479 -1.08707 1.70029
H 6.01185 -3.12017 2.48286
H 4.81469 -4.73073 3.92376
H 2.47766 -4.28626 4.60362
H 1.33967 -2.23834 3.83912
I -1.18437 -2.31731 -0.75821
C -2.64489 -0.83646 -0.32811
C -4.00228 -1.03760 -0.42201
C -4.81443 0.03988 -0.08401
C -4.23780 1.23672 0.31180
C -2.85729 1.33365 0.36892
N -2.07775 0.30035 0.05553
H -4.41733 -1.98178 -0.74265
H -5.88983 -0.06430 -0.13196
H -4.84888 2.08810 0.57435
H -2.34711 2.24281 0.65930
O 0.53183 1.64612 -0.30980
O 1.95618 1.67561 -0.24485
*
```

Computed properties:
HOMO-LUMO gap (spin up / spin down), eV: 8.1 / 8.1
ΔE to the lowest compared entry with this formula, charge and spin, eV: 0.1916
LUMO energy (spin up / spin down), eV: -3.374 / -3.557
HOMO level (spin up / spin down), eV: -11.51 / -11.62
M, g mol⁻¹: 638.8

Entry from the Open Molecules 2025 dataset: a molecular structure, C17H14N2O2S2Ti (wB97M-V/def2-TZVPD).

```
! RIJCOSX wB97M-V def2-TZVPD def2/J DEFGRID3
* xyz 2 1
Ti -3.32108 -1.17976 -0.01566
C -1.53452 -3.24648 1.46198
C -1.20670 -1.91896 0.87426
N -1.91447 -0.86062 1.30266
N -1.38764 0.36247 1.10223
C -2.19159 1.33075 0.66399
S -3.81482 1.06192 0.05826
S -1.66515 2.92901 0.55782
C -0.08854 2.97627 1.51019
C 1.13752 2.62964 0.71285
C 1.72589 3.60688 -0.08478
C 2.91723 3.35041 -0.74538
C 3.53389 2.11546 -0.60514
C 2.95075 1.13690 0.18678
C 1.75216 1.38924 0.83820
C -0.26703 -1.76152 -0.24856
C 1.10078 -1.99357 -0.23475
C 1.81491 -1.84172 -1.41665
C 1.17167 -1.49395 -2.59799
C -0.20660 -1.28836 -2.63875
C -0.87984 -1.42384 -1.45368
O -2.30222 -1.29898 -1.40713
H -1.04788 -3.32339 2.44190
H -1.19560 -4.06106 0.82920
H -2.60671 -3.36062 1.68331
H -0.22112 2.37432 2.40634
H -0.08358 4.02679 1.80448
H 1.26112 4.58207 -0.18031
H 3.37200 4.12205 -1.35136
H 4.47696 1.92367 -1.09943
H 3.44562 0.18233 0.31610
H 1.31108 0.63226 1.47486
H 1.60286 -2.26826 0.68404
H 2.88343 -2.00551 -1.41579
H 1.74260 -1.39584 -3.51122
H -0.72561 -1.04256 -3.55463
O -6.24008 -2.71826 1.00407
C -5.29966 -2.24918 0.64767
*
```

Computed properties:
HOMO-LUMO gap (spin up / spin down), eV: 4.5 / 4.5
LUMO energy (spin up / spin down), eV: -9.745 / -9.746
HOMO level (spin up / spin down), eV: -14.28 / -14.28
M, g mol⁻¹: 390.3

Entry from the Open Molecules 2025 dataset: a single C17H14O2 molecule in a non-equilibrium geometry (wB97M-V/def2-TZVPD).

```
! RIJCOSX wB97M-V def2-TZVPD def2/J DEFGRID3
* xyz 0 1
O -1.57450 2.42212 -1.05983
O -0.93285 1.33874 4.08614
C -1.00363 1.74508 -0.24840
C -0.00781 1.05254 3.29721
C -1.43989 -2.03780 -3.91179
C 1.67764 -0.96033 -0.28474
C -2.20035 -0.88529 -3.48278
C 0.89019 0.12398 0.12909
C -0.20113 -2.25912 -3.29524
C 1.21590 -1.75363 -1.30030
C -1.73917 0.04339 -2.59507
C -0.25974 0.48557 -0.58992
C 0.11186 -1.49675 -2.15026
C -0.59435 -0.33572 -1.78904
C 0.46439 -0.30155 3.36546
C -0.95118 2.14613 1.15275
C 1.77585 0.08108 2.61964
C 0.30835 1.84466 1.99747
C 1.42149 0.88721 1.34733
H -1.80284 -2.72054 -4.68365
H 2.59680 -1.23970 0.22015
H -3.06509 -0.64200 -4.07422
H 0.51027 -3.06050 -3.53574
H 1.80130 -2.59894 -1.49314
H -2.49185 0.89537 -2.54049
H -0.11247 -0.97009 2.78728
H 0.63569 -0.59702 4.42301
H -1.29825 3.23277 1.20862
H -1.78227 1.46489 1.52417
H 2.36715 -0.80357 2.35183
H 2.51187 0.62193 3.19925
H 0.85712 2.78367 2.34900
H 2.31149 1.49339 0.97622
*
```

Computed properties:
HOMO-LUMO gap, eV: 8.4
LUMO energy, eV: -0.135
SMILES: O=C1C[C@H]2C(=O)CC[C@H]2c2ccc3ccccc3c21
HOMO level, eV: -8.57
M, g mol⁻¹: 250.3

Entry from the Open Molecules 2025 dataset: a molecular structure, C17H15BrCl4CuGeN4O3 in a non-equilibrium geometry (wB97M-V/def2-TZVPD).

```
! RIJCOSX wB97M-V def2-TZVPD def2/J DEFGRID3
* xyz 1 1
Cu 0.63842 0.27813 -1.39425
Cl 4.61998 -2.39829 5.07790
C 3.56177 -1.29063 4.22427
C 2.56530 -0.67460 4.95114
C 1.57178 0.03748 4.34567
C 1.66800 0.26005 2.95413
O 0.63006 0.89440 2.36921
C 2.80471 -0.17567 2.25858
C 3.05054 0.22075 0.82502
O 2.28218 0.86010 0.14032
C 3.72170 -1.00283 2.86517
H 2.54883 -0.82376 6.05814
H 0.76829 0.44172 4.94532
H 4.08768 -0.10111 0.44693
H 4.59612 -1.36784 2.35862
C -1.03528 -4.08536 -0.83278
N -1.81940 -2.91052 -0.46703
C -3.12874 -3.04843 -0.22175
C -3.96889 -1.98929 -0.26405
C -3.40753 -0.74826 -0.60669
N -2.11733 -0.60288 -0.89437
C -1.28441 -1.63325 -0.74481
O -0.07821 -1.55347 -0.97646
N -4.19661 0.32939 -0.72660
H -1.49660 -4.93833 -0.31332
H 0.01290 -3.94971 -0.53404
H -1.08879 -4.22312 -1.88616
H -3.43489 -4.06395 0.02083
H -5.02734 -2.13271 0.00562
H -5.14770 0.29967 -0.36884
H -3.72394 1.22973 -0.64261
Cl -0.45520 3.71980 1.55040
Ge 0.24099 2.48939 3.09004
Cl 2.03419 3.14172 3.95949
Cl -1.40390 2.13383 4.46395
Br -0.54078 4.22908 -6.57126
C -0.06204 3.21419 -5.01801
C -1.09089 2.62079 -4.25651
C -0.77731 1.81609 -3.17998
N 0.49848 1.58123 -2.81407
C 1.42449 2.02152 -3.64359
C 1.20757 2.80699 -4.77265
H -2.17208 2.78808 -4.45173
H -1.51149 1.41019 -2.48322
H 2.43714 1.72669 -3.46361
H 1.99825 3.16301 -5.38236
*
```

Computed properties:
HOMO-LUMO gap, eV: 8.5
ΔE to the lowest compared entry with this formula, charge and spin, eV: 0.8051
LUMO energy, eV: -2.694
HOMO level, eV: -11.24
M, g mol⁻¹: 681.2

Entry from the Open Molecules 2025 dataset: a molecular structure, C17H15Cl3CoN4O2S (wB97M-V/def2-TZVPD).

```
! RIJCOSX wB97M-V def2-TZVPD def2/J DEFGRID3
* xyz 1 5
Co -0.56133 -0.02324 -0.43481
C 2.85691 -1.07035 -4.82323
C 3.34189 -0.17568 -3.69461
N 3.11550 -0.74778 -2.37349
C 2.00295 -0.62185 -1.62554
S 0.74064 0.46049 -2.18241
N 1.95268 -1.36036 -0.54929
N 0.78704 -1.25649 0.19114
C 0.82048 -1.81687 1.38263
C 2.11128 -2.36899 1.93207
C -0.34419 -1.95637 2.20459
C -0.25397 -2.49738 3.50296
C -1.35230 -2.78096 4.25936
C -2.65122 -2.54808 3.72195
C -2.76872 -2.01737 2.49644
N -1.63735 -1.67509 1.74313
H 3.06008 -0.60758 -5.78936
H 1.78221 -1.23962 -4.74624
H 3.35859 -2.03860 -4.80024
H 2.84526 0.79255 -3.73054
H 4.41145 0.01554 -3.78019
H 3.75561 -1.45541 -2.04606
H 2.91475 -2.22350 1.22528
H 2.01101 -3.43474 2.13905
H 2.36835 -1.86895 2.86689
H 0.72587 -2.71077 3.89698
H -1.23704 -3.19785 5.24915
H -3.54551 -2.78794 4.27779
H -3.70538 -1.79890 2.01007
Cl -1.80299 6.90516 0.53277
C -1.82767 5.26706 0.09574
C -0.99117 4.37081 0.80364
C -1.00851 3.06361 0.45436
Cl -0.04637 1.90533 1.30056
C -1.84362 2.56379 -0.62313
O -1.84474 1.36808 -0.97870
C -2.69635 3.53157 -1.29549
Cl -3.69189 2.96540 -2.54216
C -2.67386 4.85043 -0.93776
H -0.36432 4.73533 1.60485
H -3.29858 5.56929 -1.44810
O -2.93826 -1.04178 -0.02507
C -1.87725 -1.04193 0.53501
*
```

Computed properties:
HOMO-LUMO gap (spin up / spin down), eV: 5.3 / 4.8
ΔE to the lowest compared entry with this formula, charge and spin, eV: 2.8338
LUMO energy (spin up / spin down), eV: -4.310 / -6.121
HOMO level (spin up / spin down), eV: -9.56 / -10.91
M, g mol⁻¹: 504.7

Entry from the Open Molecules 2025 dataset: a molecular structure, C17H15Cl3N3O2PRuSi (wB97M-V/def2-TZVPD).

```
! RIJCOSX wB97M-V def2-TZVPD def2/J DEFGRID3
* xyz 0 5
Ru 0.21273 1.00853 -0.08387
O -1.99301 -1.45141 2.47390
C -1.18468 -1.07688 1.66908
O -1.13763 0.15450 1.18382
C -0.10969 -2.02492 1.11513
P 1.36929 -1.03406 0.75627
C 2.57045 -2.02435 -0.14217
C 2.42895 -3.40152 -0.28861
C 3.38222 -4.12136 -0.99069
C 4.47980 -3.47145 -1.53916
C 4.62864 -2.10079 -1.38518
C 3.67377 -1.37527 -0.69026
C 2.11530 -0.65560 2.36169
C 1.41711 0.13662 3.27818
C 1.98673 0.43849 4.50282
C 3.25502 -0.02728 4.82011
C 3.94950 -0.81355 3.91548
C 3.38457 -1.12975 2.68822
H -0.47690 -2.43388 0.17029
H 0.07607 -2.83523 1.81680
H 1.57554 -3.91463 0.13573
H 3.26794 -5.19050 -1.11010
H 5.22173 -4.03542 -2.08899
H 5.48301 -1.59300 -1.81240
H 3.78795 -0.30348 -0.57707
H 0.43715 0.52990 3.03955
H 1.44512 1.06026 5.20274
H 3.70830 0.24376 5.76346
H 4.94118 -1.17275 4.15574
H 3.93908 -1.74162 1.98969
N 4.38019 2.97864 4.06781
C 3.99504 2.93568 2.98058
N 3.64232 2.88082 1.70196
C 2.49951 2.59202 1.28440
N 1.44136 2.37926 0.79661
Cl 0.14241 -1.79573 -2.54101
Si 0.39055 0.25665 -2.40933
Cl 2.29767 0.70473 -3.02911
Cl -0.82620 0.95605 -3.91340
C -1.24285 2.14227 -1.04011
H -1.62806 2.51603 -0.08117
H -2.02051 1.61570 -1.58043
H -0.83081 2.95606 -1.63268
*
```

Computed properties:
HOMO-LUMO gap (spin up / spin down), eV: 8.3 / 7.1
ΔE to the lowest compared entry with this formula, charge and spin, eV: 0.0000
LUMO energy (spin up / spin down), eV: -0.611 / -2.492
HOMO level (spin up / spin down), eV: -8.92 / -9.64
M, g mol⁻¹: 559.8

Entry from the Open Molecules 2025 dataset: 2 unconnected molecules or ions with the total composition C17H15ClF5O6S in a non-equilibrium geometry (wB97M-V/def2-TZVPD).

```
! RIJCOSX wB97M-V def2-TZVPD def2/J DEFGRID3
* xyz -1 1
C -1.46886 -1.85959 2.26421
C -2.35585 -0.49309 2.12796
C -1.76976 0.23458 0.79805
C -1.84972 -0.51350 -0.42486
C -1.21328 0.18552 -1.73355
O -1.75260 0.10414 -2.86276
C 0.13288 1.03218 -1.43185
C 1.31270 1.02229 -2.42968
C 1.39510 0.20922 -3.79415
C 0.98530 -1.33419 -3.72064
C 1.47240 -2.13098 -2.41907
S 0.12051 -3.21654 -1.67237
C 2.57683 1.87557 -2.03691
C 2.63398 2.71086 -0.72377
C 1.43903 2.72886 0.30170
C 1.48954 3.59299 1.66073
F 1.28652 2.72507 2.78640
F 0.48861 4.62575 1.64884
C 2.89456 4.39548 1.81970
F 4.00712 3.54586 1.97497
F 2.78323 5.16676 3.02670
F 3.02837 5.34342 0.77990
C 0.21303 1.85407 -0.08985
C -1.09261 1.70089 0.85683
O -1.55838 2.63735 1.54294
H -0.43586 -1.74471 1.74825
H -1.25766 -2.14554 3.34614
H -2.00729 -2.69575 1.67345
H -2.10431 0.18501 3.03002
H -3.46736 -0.73094 2.04503
H -2.32253 -1.54740 -0.49780
H 0.74691 0.73194 -4.58251
H 2.48902 0.24850 -4.16686
H -0.13958 -1.53567 -3.86625
H 1.49125 -1.84815 -4.62754
H 1.85502 -1.49038 -1.55888
H 2.31539 -2.87266 -2.68682
H -1.12248 -2.72587 -2.05002
H 3.50662 1.90189 -2.70232
H 3.59294 3.29750 -0.51795
O -5.06615 -4.32575 3.64881
Cl -3.66862 -4.63537 3.43409
O -3.20557 -3.96646 2.23276
O -3.50701 -6.06535 3.28179
O -2.89138 -4.17784 4.56713
*
```

Computed properties:
HOMO-LUMO gap, eV: 6.6
ΔE to the lowest compared entry with this formula, charge and spin, eV: 5.2806
LUMO energy, eV: 0.542
HOMO level, eV: -6.02
M, g mol⁻¹: 477.8

Entry from the Open Molecules 2025 dataset: a molecular structure, C17H15CuN6S2 (wB97M-V/def2-TZVPD).

```
! RIJCOSX wB97M-V def2-TZVPD def2/J DEFGRID3
* xyz 0 1
Cu -1.72180 0.19885 0.79229
N 0.72917 3.54922 -0.31855
C 0.02523 2.36994 -0.22524
S -1.64654 2.47970 0.22230
N 0.71792 1.28855 -0.51686
N 0.04651 0.15214 -0.22437
C 0.26839 -0.93756 -0.87003
C 1.29564 -1.11587 -1.93372
C 2.60596 -0.67958 -1.73747
C 3.56247 -0.85636 -2.72689
C 3.22259 -1.46179 -3.93032
C 1.92067 -1.89266 -4.13817
C 0.96493 -1.72294 -3.14419
C -0.64946 -2.04863 -0.50192
C -0.33587 -3.38332 -0.74819
C -1.22252 -4.37404 -0.37341
C -2.41137 -4.01583 0.24291
C -2.65730 -2.67405 0.45893
N -1.81154 -1.70733 0.09414
H 0.16493 4.36767 -0.46383
H 1.57701 3.49750 -0.86290
H 2.86812 -0.20407 -0.80387
H 4.57713 -0.51715 -2.56024
H 3.97094 -1.59982 -4.70244
H 1.64663 -2.36086 -5.07617
H -0.05455 -2.05062 -3.31670
H 0.60910 -3.62371 -1.21536
H -0.98876 -5.41567 -0.55335
H -3.13487 -4.75897 0.55336
H -3.57261 -2.34555 0.93766
S -1.69631 -0.10643 3.17018
C -1.44597 1.54463 3.39628
N -0.18326 2.03959 3.19869
C 0.11012 3.35168 3.20551
C -0.85840 4.24411 3.52379
C -2.11749 3.69975 3.82971
N -2.40656 2.41914 3.77919
H 0.50696 1.35987 2.91556
H 1.12398 3.62750 2.95261
H -0.67244 5.30690 3.53091
H -2.92680 4.35608 4.14016
*
```

Computed properties:
HOMO-LUMO gap, eV: 6.9
LUMO energy, eV: -0.076
HOMO level, eV: -7.01
M, g mol⁻¹: 431.0